Record 1
11
Properties=species:S:1:pos:R:3 method="wB97M-V/def2-TZVPD" de_lowest_kj_mol=210.9 multiplicity=1 e_tot_ha=-1063.48376 gap_ev="7.29 / 7.30" e_lumo_ev="-1.189 / -1.190"
S -1.49204 -1.22398 0.05556
H 1.94470 -1.16407 0.54273
C -1.83387 1.45448 0.18078
C 1.89767 -0.47661 -0.18798
C -0.72093 0.32673 0.22442
O -0.49019 -2.32392 -0.05910
O -2.97529 1.15029 0.06904
S 0.86328 0.91793 0.35294
H -1.47499 2.43187 0.42544
H 1.41126 -0.88720 -1.12692
H 2.87041 -0.20552 -0.47691


Record 2
10
Properties=species:S:1:pos:R:3 method="wB97M-V/def2-TZVPD" de_lowest_kj_mol=335.4 multiplicity=1 smiles="O=C=CO.C=O" e_tot_ha=-342.32818 gap_ev=9.06 e_lumo_ev=0.305
C -0.94017 -0.03680 -0.90636
O 0.48917 -1.94197 -0.02751
H 0.04532 2.64946 -0.77908
H 1.49132 -1.03712 1.47748
O -0.42711 2.05123 -0.19294
O -1.93717 -0.58886 -1.14471
H -0.38630 -1.10269 1.61256
C 0.52649 -1.35376 1.02920
C 0.03633 0.77120 -0.49286
H 1.10212 0.58930 -0.57578


Record 3
10
Properties=species:S:1:pos:R:3 method="wB97M-V/def2-TZVPD" de_lowest_kj_mol=217.3 multiplicity=1 smiles="O=C1COCO1" e_tot_ha=-342.37316 gap_ev=11.47 e_lumo_ev=0.784
H -1.52603 -0.67760 0.99149
C -1.29006 -0.28740 -0.01263
C 0.88235 -0.53069 -0.30884
H 0.86213 0.93960 1.33662
O 1.98860 -0.81395 -0.69616
H -2.17329 -0.33389 -0.65601
C 0.65688 0.80546 0.26990
H 1.62167 1.01731 -0.35814
O -0.74532 1.02271 0.00463
O -0.27692 -1.14154 -0.57084


Record 4
10
Properties=species:S:1:pos:R:3 method="wB97M-V/def2-TZVPD" de_lowest_kj_mol=439.1 multiplicity=1 e_tot_ha=-342.28870 gap_ev=10.61 e_lumo_ev=0.865
O -1.36230 -1.59520 0.52772
C 0.81500 0.79837 0.37803
H 1.80947 0.46316 0.68451
O -1.20905 0.40209 -0.73976
H 0.74885 1.88397 0.31529
C 0.21773 0.02665 -0.77898
H -0.66320 -1.73851 -0.21684
C -0.80667 -0.38866 0.30043
O -0.17911 0.27938 1.31589
H 0.62928 -0.13124 -1.78629


Record 5
10
Properties=species:S:1:pos:R:3 method="wB97M-V/def2-TZVPD" de_lowest_kj_mol=389.4 multiplicity=1 e_tot_ha=-342.30763 gap_ev="7.81 / 7.99" e_lumo_ev="-0.538 / -0.114"
C 1.48492 -1.28162 0.29761
O 0.39259 -0.66979 0.73118
C -0.49662 0.23862 0.33070
O -1.42872 0.51742 1.28290
C -0.55566 0.86203 -0.94810
H 1.91149 -1.10381 -0.67537
O -1.40592 1.69917 -1.22912
H 1.90271 -1.98795 0.98856
H 0.20979 0.53823 -1.67146
H -2.01457 1.18769 0.89311


Record 6
10
Properties=species:S:1:pos:R:3 method="wB97M-V/def2-TZVPD" de_lowest_kj_mol=84.0 multiplicity=1 smiles="O=C1COCO1" e_tot_ha=-342.42395 gap_ev=11.32 e_lumo_ev=0.789
H 0.85211 -0.85854 1.16967
H 1.08902 0.85851 1.53254
H -0.03162 0.24822 -2.23621
H 0.23036 -1.29550 -1.33137
C -0.90336 0.25228 0.73928
O 1.03243 0.40375 -0.48580
O -1.72902 0.44990 1.58221
C 0.61327 0.16521 0.84216
O -1.19215 -0.00973 -0.56115
C 0.03896 -0.21412 -1.25134


Record 7
10
Properties=species:S:1:pos:R:3 method="wB97M-V/def2-TZVPD" de_lowest_kj_mol=614.0 multiplicity=1 e_tot_ha=-342.22206 gap_ev=6.37 e_lumo_ev=-0.392
H 2.37646 0.01481 -0.94566
H 2.61658 0.54709 0.85350
O -1.04910 -0.72894 0.32901
O 0.48123 0.96008 0.03205
C 0.04382 -0.17251 0.43150
H -2.38297 0.86498 0.44093
C 1.98425 0.11707 0.06954
C -2.25518 0.00088 -0.23413
O 1.19041 -0.93043 0.46961
H -3.04798 -0.72135 0.00927


Record 8
10
Properties=species:S:1:pos:R:3 method="wB97M-V/def2-TZVPD" de_lowest_kj_mol=557.8 multiplicity=1 e_tot_ha=-342.24350 gap_ev=8.97 e_lumo_ev=0.232
O -0.54246 0.79606 1.22818
H -1.96163 1.96105 0.69584
O 0.49961 -1.02243 -1.65508
C 0.47926 -0.09025 -0.74330
H -0.18738 -1.24177 1.03146
O 1.64322 -0.26897 0.86835
C -1.28133 1.19154 0.26395
H 0.08018 -1.83255 -1.32189
H 0.89559 0.85324 -1.06516
C 0.37494 -0.34591 0.69764


Record 9
10
Properties=species:S:1:pos:R:3 method="wB97M-V/def2-TZVPD" de_lowest_kj_mol=367.4 multiplicity=1 e_tot_ha=-342.31600 gap_ev=9.88 e_lumo_ev=0.458
C -2.06298 0.18176 -0.37984
H 1.29017 0.88734 -0.98395
C 1.36529 -0.32956 0.51076
H 1.73949 -0.24362 1.53845
O -0.66641 0.31906 -0.27169
O -2.56723 -0.64370 -1.06268
H 1.71879 -1.31941 0.15686
H -2.57274 0.96082 0.20066
C -0.11375 -0.52492 0.59477
O 1.88926 0.73129 -0.24216


Record 10
10
Properties=species:S:1:pos:R:3 method="wB97M-V/def2-TZVPD" de_lowest_kj_mol=737.6 multiplicity=1 e_tot_ha=-342.17499 gap_ev="8.77 / 8.60" e_lumo_ev="0.513 / 0.444"
C 1.99320 0.62559 0.36482
H -1.70925 -1.12006 -0.98173
O 2.62356 -0.32857 0.09576
H -1.35311 -1.36630 0.74950
H -0.08603 -1.62408 -0.46832
H 2.24843 1.60040 0.76968
O -0.96893 1.44143 -0.83373
C -0.54812 0.40520 -0.06244
O -1.24879 1.38308 0.56921
C -0.95097 -1.01670 -0.20275


Record 11
10
Properties=species:S:1:pos:R:3 method="wB97M-V/def2-TZVPD" de_lowest_kj_mol=355.5 multiplicity=1 smiles="O=C(O)[C@H]1CO1" e_tot_ha=-342.32053 gap_ev=11.18 e_lumo_ev=0.254
O 1.36849 -0.40505 -1.56375
H -0.22408 -2.05510 0.56990
H -0.35843 1.08879 0.54038
H -0.65624 1.87062 -0.96319
H -0.90497 -0.94610 1.88765
C 0.40427 0.21664 -1.14744
C -0.16735 -0.98838 1.14629
O -0.43214 1.19085 -1.85821
C -0.06595 0.15856 0.25474
O 1.03639 -0.13083 1.13363


Record 12
10
Properties=species:S:1:pos:R:3 method="wB97M-V/def2-TZVPD" de_lowest_kj_mol=345.7 multiplicity=1 e_tot_ha=-342.32428 gap_ev=10.51 e_lumo_ev=0.570
O 1.09011 1.09669 0.47170
C -1.81185 1.09974 0.00726
H 1.20507 1.91744 -0.03284
H 0.99358 -2.03146 -0.11746
C 0.63691 0.08866 -0.29769
H 0.64681 0.26763 -1.36332
O -2.89605 0.79306 -0.14979
H 0.46580 -1.15797 1.40328
O -0.78025 -0.87452 -0.23110
C 0.44986 -1.19927 0.30997


Record 13
11
Properties=species:S:1:pos:R:3 method="wB97M-V/def2-TZVPD" de_lowest_kj_mol=133.8 multiplicity=1 smiles="COC(=O)C(=O)S" e_tot_ha=-740.60865 gap_ev=9.91 e_lumo_ev=-0.270
O -0.61779 -1.43920 -0.00284
O -1.59683 0.61162 -0.17414
C 0.74201 0.56677 0.03000
H -3.63688 0.67366 0.12690
H 2.82142 0.56797 0.36302
S 2.12270 -0.54859 -0.01905
C -2.86632 -0.07163 0.08391
O 0.81724 1.75114 0.02236
H -3.06131 -0.85972 -0.66578
H -2.80702 -0.55421 1.09044
C -0.55908 -0.23494 -0.00939


Record 14
11
Properties=species:S:1:pos:R:3 method="wB97M-V/def2-TZVPD" de_lowest_kj_mol=419.2 multiplicity=7 e_tot_ha=-1000.20570 gap_ev="4.47 / 5.18" e_lumo_ev="-1.264 / -0.868"
H 2.29968 -2.43920 1.42623
H -0.27912 3.10756 -3.87871
H 0.70471 -3.35842 1.51946
O 0.75875 -1.52410 2.60139
C 0.00352 2.28545 -3.20141
C 1.21069 -2.38327 1.55877
C 0.43088 -1.18424 1.20074
O -0.62414 2.09836 -2.17428
O -0.91102 -1.34213 0.86690
Sm -0.54957 0.71017 -0.14340
H 0.83608 1.62183 -3.49380


Record 15
11
Properties=species:S:1:pos:R:3 method="wB97M-V/def2-TZVPD" de_lowest_kj_mol=533.9 multiplicity=1 smiles="C=C(O)C(=O)OO" e_tot_ha=-417.48988 gap_ev=10.04 e_lumo_ev=0.309
H 0.42184 1.66077 0.59114
C -0.28167 -0.29575 1.46821
H -0.74918 -1.30895 1.77672
O -0.80497 -2.18067 -0.62762
O 1.07474 -0.64807 -3.14212
H 1.46871 -1.36274 -3.79902
C -0.21697 -1.16275 -0.88656
H -0.15227 0.47573 2.17503
C 0.10848 -0.10629 0.20541
O 0.25139 -1.32803 -2.19444
O 0.67728 1.02958 -0.18945


Record 16
11
Properties=species:S:1:pos:R:3 method="wB97M-V/def2-TZVPD" de_lowest_kj_mol=445.9 multiplicity=1 e_tot_ha=-417.52343 gap_ev="7.26 / 7.89" e_lumo_ev="-0.917 / -0.961"
O 0.95834 -1.90660 0.38328
H 0.55083 -2.33072 1.15035
H -1.79550 -0.84732 -0.42757
O -1.19687 -1.39200 0.09945
C 0.65258 0.77573 -0.02699
H -0.55691 2.25570 0.87003
O 0.42567 -0.46082 -1.28097
O 1.79362 0.98732 0.43072
C 0.09965 -1.02391 -0.15210
H -0.67043 2.15246 -0.98930
C -0.26098 1.79015 -0.05691


Record 17
12
Properties=species:S:1:pos:R:3 method="wB97M-V/def2-TZVPD" de_lowest_kj_mol=160.2 multiplicity=1 e_tot_ha=-1178.05406 gap_ev="6.70 / 6.44" total_charge=+1 e_lumo_ev="-5.807 / -5.659"
O 0.53601 -0.76621 -0.40518
O 2.71454 -1.14580 -0.45786
C 1.74592 -0.36850 -0.16419
O 2.00945 0.72460 0.43650
H -0.61364 1.09146 -0.42679
H -2.54253 1.31259 -0.29128
C -0.58267 0.03306 0.08077
H -0.37210 0.23981 1.14906
C -1.88048 -0.63736 -0.24881
O -2.82533 0.38376 -0.63844
H -2.25381 -1.12425 0.67859
Sc 4.06464 0.25685 0.28763


Record 18
12
Properties=species:S:1:pos:R:3 method="wB97M-V/def2-TZVPD" de_lowest_kj_mol=272.0 multiplicity=3 e_tot_ha=-1575.54492 gap_ev="2.52 / 7.12" total_charge=+2 e_lumo_ev="-9.904 / -10.311"
H -1.60275 0.73420 -1.41968
C -0.57489 -1.05002 0.96611
C -0.89644 0.32956 -0.70308
Yb 0.05740 -3.29096 3.69319
C 0.31777 -0.25818 -0.87690
O -0.74596 -1.66065 2.00825
O 0.52540 -1.06897 0.24079
O -1.43030 -0.17600 0.47896
O 1.36033 2.36643 -0.55466
H 1.76534 2.20064 -1.41093
H 0.31864 2.33777 -0.65068
H 0.90545 -0.46382 -1.77138


Record 19
13
Properties=species:S:1:pos:R:3 method="wB97M-V/def2-TZVPD" de_lowest_kj_mol=116.4 multiplicity=1 e_tot_ha=-568.14767 gap_ev=10.39 e_lumo_ev=0.360
O -0.30458 -1.49230 0.60863
C -0.03545 -0.26176 -1.29891
H -1.97574 0.16269 1.21429
O -0.44034 0.69166 -2.07788
H -0.36212 0.43793 -3.01629
O 0.45351 0.95638 2.14391
C 0.78331 0.58722 0.90856
H 1.23167 1.33252 2.58258
O -1.59130 0.47370 0.37917
C -0.37175 -0.18970 0.22573
O 1.89912 0.63490 0.45799
O 0.41987 -1.35433 -1.68310
H 0.29381 -1.97893 -0.44466


Record 20
15
Properties=species:S:1:pos:R:3 method="wB97M-V/def2-TZVPD" de_lowest_kj_mol=231.1 multiplicity=1 e_tot_ha=-1364.44688 gap_ev="6.79 / 7.07" total_charge=-2 e_lumo_ev="5.994 / 5.856"
H -0.97690 0.06923 1.24308
O 3.21650 0.02631 -1.29244
O -1.21140 2.48711 -1.35506
H -1.10448 0.18664 -1.15886
S -0.72868 2.59904 0.02348
C 0.42786 1.24517 0.00010
O -1.78614 2.29331 1.00478
C -0.08292 0.04789 0.67743
O 3.39972 -0.19086 1.21674
O 3.87252 1.93877 0.08602
O -0.06561 3.86129 0.36479
H 0.49845 -0.71068 1.13427
C -0.04638 0.10752 -0.84342
S 3.15877 0.67445 0.03304
H 0.67870 -0.57568 -1.33312